Entry 1:
DFT (ωB97M-V/def2-TZVPD) results for 2 unconnected molecules or ions with the total composition C37H45N6O3 in a non-equilibrium geometry.

## Properties
Energy above the lowest of the compared OMol25 structures with the same formula, charge and spin (kcal/mol): 0.0
LUMO level (eV): -4.48
Calculated total energy (a.u.): -1990.96795

Geometry as ORCA input:
```
! RIJCOSX wB97M-V def2-TZVPD def2/J DEFGRID3
* xyz 1 1
C -3.395 -0.034 2.348
N -2.253 0.221 3.209
C -2.179 -0.422 4.426
O -3.018 -1.134 4.936
C -0.801 -0.145 4.988
C -0.056 -1.466 5.182
C 0.058 -2.231 3.898
C -0.962 -3.081 3.494
C -0.891 -3.745 2.286
C 0.194 -3.557 1.454
C 1.198 -2.690 1.830
C 1.130 -2.033 3.042
N -0.105 0.733 4.004
C 1.185 1.163 4.185
C 1.959 1.728 3.185
C 2.960 2.661 3.417
C 3.493 3.549 2.435
C 4.188 4.706 2.844
C 4.618 5.634 1.926
C 4.381 5.440 0.576
C 3.709 4.309 0.147
C 3.270 3.374 1.055
C -1.053 1.042 2.885
C -1.416 2.558 2.761
C -2.185 2.989 4.015
C -2.260 2.793 1.496
C -0.183 3.466 2.633
H -3.830 -1.002 2.599
H -4.158 0.725 2.506
H -3.087 -0.045 1.304
H -0.899 0.403 5.934
H 0.941 -1.280 5.591
H -0.586 -2.083 5.917
H -1.834 -3.188 4.118
H -1.691 -4.400 1.984
H 0.254 -4.080 0.513
H 2.027 -2.508 1.166
H 1.905 -1.339 3.320
H 1.549 1.183 5.198
H 1.649 1.553 2.172
H 3.227 2.850 4.440
H 4.345 4.878 3.896
H 5.125 6.525 2.259
H 4.714 6.175 -0.139
H 3.520 4.164 -0.903
H 2.773 2.489 0.703
H -0.617 0.680 1.949
H -1.570 2.853 4.905
H -2.459 4.043 3.958
H -3.095 2.405 4.141
H -1.763 2.372 0.622
H -3.250 2.352 1.575
H -2.389 3.861 1.317
H 0.416 3.191 1.766
H -0.483 4.507 2.505
H 0.433 3.422 3.530
C 6.510 -4.940 -1.423
C 5.718 -3.687 -1.274
O 5.898 -3.031 -0.269
N 4.815 -3.294 -2.274
C 4.623 -4.121 -3.481
C 4.314 -3.280 -4.714
N 3.244 -2.312 -4.440
C 2.588 -1.654 -5.576
C 1.267 -1.019 -5.157
N 1.396 -0.198 -3.937
C 0.569 0.921 -3.744
C -0.449 1.288 -4.768
O 0.650 1.629 -2.762
C 2.309 -0.637 -2.936
C 2.351 -0.050 -1.680
N 3.126 -0.418 -0.677
C 3.911 -1.449 -0.926
C 3.982 -2.148 -2.123
C 3.164 -1.717 -3.170
H 5.909 -5.752 -1.826
H 7.375 -4.779 -2.065
H 6.878 -5.249 -0.444
H 5.516 -4.729 -3.653
H 3.798 -4.812 -3.280
H 5.203 -2.717 -5.018
H 4.015 -3.905 -5.563
H 3.271 -0.888 -5.956
H 2.445 -2.391 -6.376
H 0.872 -0.403 -5.969
H 0.524 -1.797 -4.953
H -0.947 0.411 -5.176
H -1.209 1.920 -4.308
H 0.004 1.853 -5.581
H 1.708 0.794 -1.500
H 4.567 -1.754 -0.129
*
```



Entry 2:
DFT (ωB97M-V/def2-TZVPD) results for 14 unconnected molecules or ions with the total composition C3H33NO14 in a non-equilibrium geometry.

## Properties
Energy above the lowest of the compared OMol25 structures with the same formula, charge and spin (kcal/mol): 42.2
LUMO level (eV): 0.15
Calculated total energy (a.u.): -1242.21247

Geometry as ORCA input:
```
! RIJCOSX wB97M-V def2-TZVPD def2/J DEFGRID3
* xyz 0 1
C 0.280 0.976 -2.145
N -0.460 2.028 -2.614
C -1.791 1.643 -3.087
C -0.390 3.284 -1.859
O 1.282 1.135 -1.453
H 0.064 0.061 -2.704
H -2.594 1.632 -2.351
H -1.732 0.605 -3.419
H -2.063 2.292 -3.920
H 0.478 3.320 -1.213
H -1.243 3.425 -1.193
H -0.446 4.023 -2.659
H 4.245 0.335 -2.697
H 2.970 0.409 -1.872
O 3.943 0.432 -1.789
H 3.828 -0.297 -0.030
H 3.880 -1.621 0.735
O 3.988 -0.675 0.849
H -3.450 -1.169 -0.185
H -4.944 -0.782 -0.378
O -4.094 -0.463 -0.068
H -2.024 0.500 2.493
H -3.494 -0.192 2.116
O -2.765 -0.065 2.723
H 0.089 -1.516 2.015
H -0.394 -2.191 3.284
O -0.551 -2.160 2.335
H 1.911 1.594 2.100
H 1.540 1.764 3.700
O 1.348 1.984 2.793
H 3.001 -0.048 2.580
H 2.733 -1.313 3.354
O 2.555 -0.373 3.375
H 3.850 1.968 0.340
H 2.332 1.976 0.059
O 2.993 1.831 0.750
H -2.168 -2.057 1.007
H -3.182 -3.072 1.520
O -2.607 -2.884 0.772
H 0.046 -0.299 0.003
H -1.169 0.521 0.120
O -0.868 -0.297 -0.310
H -0.517 -4.211 -0.202
H -0.350 -2.715 -0.387
O -0.392 -3.542 -0.871
H -1.519 2.595 1.796
H -0.104 1.930 1.851
O -1.039 1.795 1.576
H -1.597 -2.089 -2.849
H -1.111 -3.581 -2.587
O -1.560 -2.981 -3.186
*
```



Entry 3:
DFT (ωB97M-V/def2-TZVPD) results for 10 unconnected molecules or ions with the total composition C34H96N12O10 in a non-equilibrium geometry.

## Properties
Energy above the lowest of the compared OMol25 structures with the same formula, charge and spin (kcal/mol): 30.6
LUMO level (eV): 0.26
SMILES: COC[C@H](C)N.COC[C@H](C)N.COC[C@H](C)N.COC[C@H](C)N.COC[C@H](C)N.COC[C@H](C)N.COC[C@H](C)N.COC[C@H](C)N.NC(N)=O.NC(N)=O
Calculated total energy (a.u.): -2762.37834

Geometry as ORCA input:
```
! RIJCOSX wB97M-V def2-TZVPD def2/J DEFGRID3
* xyz 0 1
C 6.174 14.360 25.104
O 6.432 15.547 24.385
C 5.858 15.583 23.102
C 6.161 16.944 22.486
C 5.392 18.064 23.219
N 5.813 16.992 21.065
H 6.168 13.441 24.509
H 5.142 14.403 25.472
H 6.843 14.209 25.946
H 6.321 14.761 22.541
H 4.766 15.453 23.115
H 7.241 17.116 22.507
H 5.782 18.282 24.215
H 4.347 17.759 23.324
H 5.368 18.982 22.631
H 4.804 16.900 20.924
H 5.896 17.975 20.780
C 8.640 13.265 28.922
O 8.757 13.361 30.327
C 7.854 12.505 30.988
C 7.837 12.749 32.483
C 9.182 12.421 33.100
N 6.888 11.828 33.134
H 9.352 14.017 28.576
H 7.650 13.553 28.559
H 8.990 12.317 28.507
H 6.853 12.671 30.554
H 7.925 11.430 30.750
H 7.469 13.750 32.709
H 10.009 12.916 32.575
H 9.412 11.358 33.020
H 9.354 12.801 34.108
H 7.123 10.895 32.787
H 5.940 11.898 32.765
C 4.817 16.572 16.278
O 4.660 17.649 17.183
C 5.868 18.045 17.868
C 5.798 19.449 18.458
C 7.230 19.815 18.897
N 4.987 19.506 19.698
H 5.185 16.946 15.319
H 3.889 16.021 16.150
H 5.581 15.894 16.676
H 5.926 17.259 18.631
H 6.737 17.802 17.247
H 5.413 20.183 17.745
H 7.359 20.746 19.441
H 7.749 19.920 17.935
H 7.707 18.954 19.369
H 4.900 20.486 19.963
H 4.029 19.233 19.459
C 7.896 18.719 26.283
O 8.273 19.652 27.257
C 9.572 20.178 27.188
C 9.737 21.115 28.352
C 11.160 21.707 28.358
N 9.462 20.539 29.676
H 6.971 18.227 26.563
H 8.714 17.992 26.172
H 7.853 19.148 25.272
H 10.328 19.378 27.259
H 9.750 20.692 26.235
H 9.047 21.952 28.205
H 11.352 22.453 29.124
H 11.478 22.159 27.411
H 11.879 20.883 28.431
H 9.958 19.650 29.666
H 8.461 20.367 29.673
C 6.154 10.120 25.196
O 5.825 10.698 26.431
C 5.284 9.754 27.336
C 5.413 10.309 28.778
C 4.774 9.323 29.721
N 4.717 11.613 28.859
H 7.041 9.479 25.273
H 6.421 10.896 24.477
H 5.326 9.534 24.782
H 4.221 9.561 27.140
H 5.773 8.775 27.300
H 6.486 10.295 28.987
H 5.407 8.449 29.886
H 3.749 9.036 29.483
H 4.760 9.766 30.723
H 3.768 11.278 28.681
H 4.944 12.071 27.975
C 7.474 16.680 29.319
O 6.163 17.172 29.159
C 5.437 16.351 28.261
C 4.402 17.201 27.542
C 3.424 17.902 28.500
N 3.555 16.546 26.539
H 7.434 15.676 29.749
H 8.100 17.315 29.947
H 8.048 16.644 28.385
H 6.090 16.067 27.431
H 4.903 15.543 28.766
H 4.940 17.994 27.002
H 3.149 17.057 29.147
H 2.467 18.272 28.138
H 3.916 18.643 29.128
H 2.757 17.083 26.232
H 4.039 16.384 25.659
C 2.943 13.788 19.743
O 2.988 15.179 19.522
C 2.067 15.896 20.322
C 1.479 17.034 19.505
C 0.564 16.521 18.353
N 2.533 17.903 18.969
H 3.323 13.503 20.732
H 3.618 13.333 19.018
H 1.956 13.327 19.648
H 1.204 15.285 20.619
H 2.476 16.179 21.299
H 0.776 17.639 20.083
H 1.117 15.943 17.615
H 0.048 17.371 17.910
H -0.173 15.865 18.824
H 3.384 17.375 18.829
H 2.303 18.286 18.063
C 13.851 15.116 21.832
O 12.725 15.685 22.443
C 11.629 14.803 22.453
C 10.433 15.409 23.191
C 10.568 15.308 24.701
N 9.190 14.782 22.781
H 13.542 14.729 20.853
H 14.399 14.325 22.358
H 14.578 15.916 21.686
H 11.279 14.591 21.432
H 11.905 13.828 22.873
H 10.443 16.455 22.851
H 11.509 15.674 25.118
H 10.347 14.302 25.059
H 9.863 15.972 25.215
H 8.815 15.116 21.884
H 8.443 15.016 23.428
N 5.063 23.818 22.701
C 5.355 22.621 22.138
N 6.227 21.835 22.826
O 4.987 22.362 20.986
H 5.458 24.081 23.583
H 4.508 24.431 22.135
H 6.385 20.922 22.441
H 6.518 22.096 23.747
N 6.521 13.939 19.793
C 7.840 14.249 19.690
N 8.171 15.526 20.038
O 8.661 13.422 19.297
H 5.892 14.684 20.058
H 6.214 13.047 19.464
H 9.143 15.724 19.880
H 7.407 16.170 20.255
*
```



Number 1: frontier orbital gap 0.196 hartree. Number 2: frontier orbital gap 0.388 hartree. Number 3: frontier orbital gap 0.331 hartree.